# 1
Here is C26H33BeN7O8S2Zn as an isolated structure from OMol25. Energies are from ωB97M-V/def2-TZVPD.

Output
LUMO level = -3.28 eV
E_HOMO = -7.8 eV
Frontier orbital gap = 4.48 eV
2S+1 = 1

The geometry in XYZ format:
```
78
Properties=species:S:1:pos:R:3:lowdin_charge:R:1
Zn -2.2452 -2.0603 -2.2842 1.03
Be 1.2407 -2.8263 0.1705 0.83
S -0.2138 -0.7451 -0.0494 0.44
O 1.1504 -1.0863 -0.5205 -0.34
O -0.2827 0.6357 0.4606 -0.33
O -1.2207 -0.9900 -1.0949 -0.36
O -0.4091 -1.8020 0.9880 -0.33
S -0.2861 -4.6909 -1.9199 0.25
O -1.0157 -5.9064 -1.5276 -0.34
O -0.0064 -4.9202 -3.3259 -0.33
O -1.0678 -3.4643 -1.7049 -0.44
O 0.9796 -4.5352 -1.1567 -0.33
C -3.1103 -3.3087 1.7474 0.01
C -3.3885 -2.8999 0.3521 -0.18
N -3.6418 -2.5865 -0.7204 0.17
H -4.0225 -3.1661 2.3213 0.10
H -2.2662 -2.6933 2.0462 0.06
H -2.8995 -4.3664 1.5749 0.11
N -1.0948 2.5440 -1.2616 0.01
C -1.1250 3.8463 -0.8594 -0.14
C -1.8255 4.5667 -1.8072 -0.10
C -2.3065 3.6579 -2.7865 -0.11
C -1.7912 2.4508 -2.4741 -0.15
H -0.7976 1.7409 -0.7094 0.05
H -0.6757 4.1968 0.0561 0.11
H -1.8783 5.6350 -1.6618 0.09
H -2.9867 4.0146 -3.5433 0.10
H -1.8847 1.4792 -2.9336 0.09
N 3.2355 -1.1957 2.0068 0.06
C 2.0008 -0.5686 2.0087 -0.16
C 1.0983 -1.3404 2.7124 -0.14
C 1.7445 -2.5768 2.9667 -0.08
C 3.0672 -2.4019 2.6079 -0.12
H 4.0622 -0.9044 1.5114 0.12
H 1.8876 0.4213 1.5984 0.12
H 0.0736 -1.0958 2.9289 0.10
H 1.3368 -3.3939 3.5406 0.11
H 3.8587 -3.1039 2.8205 0.12
N 2.9541 0.8386 -0.8194 0.00
C 2.6864 2.0688 -1.3448 -0.14
C 3.8222 2.8130 -1.2757 -0.09
C 4.8321 2.0283 -0.6059 -0.08
C 4.2709 0.7847 -0.4302 -0.15
H 2.2848 0.0762 -0.6845 0.06
H 1.6962 2.2862 -1.7139 0.11
H 3.9751 3.8642 -1.4633 0.09
H 5.8487 2.2459 -0.3214 0.09
H 4.7686 -0.1168 -0.1066 0.10
N -0.6253 1.8849 2.8542 0.01
C -1.4293 2.9988 2.8839 -0.15
C -1.3247 3.5348 4.1391 -0.13
C -0.4476 2.7614 4.9096 -0.10
C 0.0362 1.7671 4.0492 -0.13
H -0.5045 1.4139 1.9373 0.08
H -2.1422 3.2942 2.1312 0.10
H -1.8961 4.3999 4.4413 0.09
H -0.0980 2.9353 5.9141 0.09
H 0.7173 0.9852 4.3286 0.09
N -3.1278 0.8325 0.7007 0.02
C -4.2358 1.1608 -0.0129 -0.12
C -5.3272 0.5866 0.6136 -0.10
C -4.8433 -0.0599 1.7690 -0.11
C -3.4651 0.1147 1.8050 -0.14
H -2.1792 0.9668 0.3899 0.07
H -4.1317 1.7526 -0.9089 0.10
H -6.3500 0.5427 0.2761 0.09
H -5.3879 -0.6216 2.5122 0.09
H -2.6625 -0.1977 2.4543 0.11
N 2.1814 -1.1305 -3.1364 0.04
C 3.1208 -0.3423 -3.7790 -0.15
C 3.7370 -1.0710 -4.7505 -0.14
C 3.1629 -2.3377 -4.8456 -0.08
C 2.3441 -2.3829 -3.7199 -0.12
H 1.5777 -0.9436 -2.3470 0.08
H 3.3521 0.6716 -3.4939 0.09
H 4.5133 -0.6737 -5.3889 0.09
H 3.3421 -3.1084 -5.5753 0.10
H 1.6608 -3.1830 -3.4629 0.07
```

# 2
Here is a 3-piece molecular cluster, C3H14NO3 overall from OMol25. Energies are from ωB97M-V/def2-TZVPD.

Output
Relative energy (zero: lowest compared OMol25 entry of this formula, charge and spin) = 0.0 kJ/mol
LUMO level = -2.80 eV
E_HOMO = -14.3 eV
Frontier orbital gap = 11.54 eV
Charge = +1
2S+1 = 1

The geometry in XYZ format:
```
21
Properties=species:S:1:pos:R:3:lowdin_charge:R:1
C 1.1716 -0.9505 -0.4632 -0.21
O 1.6961 0.2187 -1.0744 -0.09
C -0.0412 -0.5772 0.3860 -0.35
C -0.5532 -1.6772 1.3104 -0.03
N 0.3666 0.6561 1.1697 0.18
H 0.9037 -1.7560 -1.2576 0.17
H 1.9709 -1.3156 0.2050 0.13
H 1.3001 0.3091 -1.9611 0.04
H -0.8088 -0.2461 -0.3155 0.15
H -0.7856 -2.6007 0.6978 0.12
H -1.4532 -1.3933 1.8605 0.08
H 0.2527 -1.9496 2.0168 0.09
H 0.9224 0.3552 2.0057 0.18
H 0.9893 1.2275 0.5304 0.17
H -0.5041 1.1921 1.4955 0.12
H -2.1783 2.8256 2.1240 0.05
H -2.8379 1.8553 1.2135 0.08
O -1.9977 2.0452 1.6397 -0.01
H 0.6376 1.3872 -3.9332 0.09
H 0.4996 -0.1439 -4.1578 0.06
O 0.4493 0.5379 -3.4920 -0.03
```

# 3
Here is a 4-piece molecular cluster, C34H45BN11O7S overall from OMol25. Energies are from ωB97M-V/def2-TZVPD.

Output
LUMO level = -2.70 eV
E_HOMO = -10.8 eV
Frontier orbital gap = 8.14 eV
Charge = +1
2S+1 = 1

The geometry in XYZ format:
```
99
Properties=species:S:1:pos:R:3:lowdin_charge:R:1
C 2.4010 -2.7758 0.4516 -0.01
B 0.9816 -3.2651 -0.1367 -0.55
O 0.4332 -4.4416 0.4402 0.10
N 0.2437 -2.4959 -1.2270 -0.30
S 0.2578 -3.2245 -2.7697 0.92
C -0.3232 -1.3456 -0.8320 -0.30
N -0.2059 -0.9919 0.5112 0.24
C -0.8557 0.2348 0.5317 -0.19
C -0.9057 1.0124 1.8763 -0.05
C 0.5196 0.8693 2.5246 -0.17
C 0.7386 0.2497 3.8286 -0.04
C 2.0693 0.0764 4.4246 -0.06
C 3.3003 0.5321 3.6995 -0.04
C 3.0584 1.1799 2.3934 -0.04
C 1.7204 1.3467 1.8187 -0.18
C 1.6566 2.0559 0.4208 -0.06
N -1.3280 0.5432 -0.7125 0.01
C -2.0336 1.8183 -0.9138 -0.11
C -3.6093 1.7176 -0.8272 -0.15
C -4.1660 1.4073 0.6094 -0.25
N -5.5544 0.8568 0.4673 -0.02
N -1.0151 -0.4417 -1.6190 0.06
C -1.3803 -0.3144 -3.0304 -0.04
C -2.5425 -1.3396 -3.5207 -0.59
N -2.9157 -2.2352 -2.4020 0.09
N -3.7760 -0.5887 -3.9085 0.07
N -2.1431 -2.0803 -4.7358 0.07
H 2.7567 -1.8170 -0.0239 0.07
H 3.2101 -3.5408 0.3049 0.08
H 2.3086 -2.5544 1.5536 0.08
H 0.9786 -5.1595 0.0538 0.12
H 1.3641 -2.6564 -3.3901 -0.07
H -1.6860 0.5404 2.5346 0.13
H -1.1871 2.0920 1.7790 0.12
H -0.1230 -0.1240 4.4290 0.10
H 2.2264 -0.3957 5.4283 0.09
H 4.3418 0.3981 4.0873 0.10
H 3.9521 1.5374 1.8342 0.10
H 1.3771 1.3544 -0.4114 0.07
H 0.9534 2.9235 0.4028 0.06
H 2.6806 2.4517 0.1896 0.07
H -1.7292 2.2671 -1.8973 0.13
H -1.7223 2.5737 -0.1384 0.13
H -3.9178 0.8691 -1.4942 0.08
H -4.0392 2.6546 -1.2872 0.13
H -3.5334 0.6075 1.0880 0.10
H -4.2761 2.3177 1.2614 0.12
H -5.7941 0.7163 -0.5139 0.05
H -5.6338 -0.0547 0.9176 0.07
H -1.7327 0.7004 -3.3374 0.12
H -0.4433 -0.5017 -3.6322 0.12
H -3.9372 -2.3397 -2.3582 0.08
H -2.5896 -3.1896 -2.5813 0.04
H -4.3747 -0.4260 -3.0985 0.06
H -3.5399 0.2716 -4.4016 0.08
H -1.1512 -1.9784 -4.9355 0.04
H -2.4277 -3.0650 -4.7012 0.03
C 4.4875 7.8897 -2.5454 -0.06
C 5.2842 7.3618 -1.5365 -0.06
C 4.7417 6.4801 -0.6126 0.00
C 3.4011 6.1313 -0.7123 -0.14
C 2.5955 6.6595 -1.7126 -0.01
C 3.1444 7.5427 -2.6311 -0.06
N 2.8313 5.1810 0.2471 -0.33
O 3.5601 4.7511 1.1225 0.08
O 1.6578 4.8680 0.1138 0.03
H 4.9156 8.5742 -3.2690 0.11
H 6.3301 7.6361 -1.4724 0.11
H 5.3705 6.0744 0.1695 0.12
H 1.5492 6.3933 -1.7896 0.12
H 2.5264 7.9590 -3.4173 0.11
C -7.6937 -3.9309 -6.3866 -0.06
C -6.7609 -3.0317 -5.8833 -0.06
C -5.6049 -3.4976 -5.2747 0.00
C -5.3927 -4.8685 -5.1803 -0.14
C -6.3228 -5.7746 -5.6740 0.00
C -7.4773 -5.2999 -6.2784 -0.06
N -4.1628 -5.3665 -4.5616 -0.31
O -3.3695 -4.5388 -4.1170 -0.01
O -3.9902 -6.5639 -4.5235 0.12
H -8.5936 -3.5631 -6.8666 0.11
H -6.9344 -1.9658 -5.9688 0.11
H -4.8845 -2.7866 -4.8866 0.09
H -6.1621 -6.8425 -5.5976 0.12
H -8.2084 -5.9966 -6.6696 0.11
C 3.9087 -0.4039 8.8407 -0.08
C 4.8522 0.5044 8.3916 -0.07
C 5.9800 0.0558 7.7227 -0.01
C 6.1511 -1.3056 7.5085 -0.15
C 5.2157 -2.2245 7.9648 0.00
C 4.0887 -1.7672 8.6325 -0.07
N 7.3308 -1.7787 6.7753 -0.35
O 8.1390 -0.9458 6.4044 0.08
O 7.4314 -2.9759 6.5757 0.08
H 3.0221 -0.0497 9.3550 0.11
H 4.7048 1.5649 8.5564 0.11
H 6.7082 0.7760 7.3721 0.12
H 5.3463 -3.2868 7.8030 0.12
H 3.3454 -2.4710 8.9874 0.11
```

# 4
Here is a 4-piece molecular cluster, C6H21O7P overall from OMol25. Energies are from ωB97M-V/def2-TZVPD.

Output
SMILES = COP(=O)(OC)OC.CO.CO.CO
Relative energy (zero: lowest compared OMol25 entry of this formula, charge and spin) = 124.6 kJ/mol
LUMO level = 0.49 eV
E_HOMO = -10.4 eV
Frontier orbital gap = 10.84 eV
2S+1 = 1

The geometry in XYZ format:
```
35
Properties=species:S:1:pos:R:3:lowdin_charge:R:1
C 8.5474 18.1953 -4.1771 -0.09
O 7.1744 18.2737 -4.5491 -0.20
P 6.1619 19.2977 -3.8869 0.42
O 4.9801 19.5240 -4.7492 -0.22
O 7.0945 20.5512 -3.6022 -0.24
C 6.6973 21.8130 -3.1747 -0.10
O 5.8748 18.6618 -2.4302 -0.20
C 5.0687 17.5674 -2.3168 -0.15
H 8.8102 18.7442 -3.2729 0.09
H 9.2015 18.5320 -4.9814 0.08
H 8.6826 17.1408 -3.9366 0.09
H 7.4877 22.5615 -3.2295 0.09
H 6.1273 21.9117 -2.2509 0.10
H 6.0183 22.1908 -3.9391 0.10
H 4.7515 17.4150 -1.2851 0.09
H 5.6255 16.6961 -2.6614 0.09
H 4.1261 17.6171 -2.8619 0.09
C 7.6182 18.4031 -8.7433 -0.15
O 8.2044 19.5563 -8.1721 -0.12
H 7.4992 17.5665 -8.0548 0.08
H 6.6408 18.6263 -9.1710 0.08
H 8.1863 18.2122 -9.6538 0.05
H 8.9593 19.3272 -7.6251 0.05
C 9.4904 17.2624 -12.3911 -0.20
O 10.8677 17.4733 -12.3748 -0.10
H 8.9393 18.0002 -11.8079 0.06
H 9.1000 17.3012 -13.4080 0.08
H 9.1407 16.3105 -11.9914 0.08
H 11.1236 17.3156 -11.4631 0.08
C 10.4959 21.3530 -5.5024 -0.13
O 9.6384 21.5320 -4.3555 -0.13
H 9.8005 21.2889 -6.3393 0.07
H 11.1560 22.2203 -5.5022 0.08
H 11.1268 20.4729 -5.6267 0.06
H 8.7819 21.0986 -4.3457 0.02
```

# 5
Here is one molecule with the formula C4H6N2O from OMol25. Energies are from ωB97M-V/def2-TZVPD.

Output
SMILES = Cc1c[nH]c(=O)[nH]1
Relative energy (zero: lowest compared OMol25 entry of this formula, charge and spin) = 175.2 kJ/mol
LUMO level = 0.81 eV
E_HOMO = -7.6 eV
Frontier orbital gap = 8.44 eV
2S+1 = 1

The geometry in XYZ format:
```
13
Properties=species:S:1:pos:R:3:lowdin_charge:R:1
C 1.9043 -0.0550 0.0695 -0.06
C 0.4197 -0.0339 0.1283 -0.33
C -0.4403 0.7592 0.8372 -0.14
N -1.7286 0.5065 0.4987 0.07
C -1.5054 -0.4013 -0.8882 -0.41
O -2.3024 -0.4510 -1.7646 0.13
N -0.3429 -0.9990 -0.5848 0.11
H 2.2661 -0.1226 -0.9588 0.08
H 2.2977 0.8625 0.5102 0.08
H 2.3150 -0.9032 0.6206 0.07
H -0.1442 1.6615 1.3525 0.12
H -2.4530 1.1821 0.6795 0.11
H -0.2860 -2.0058 -0.5003 0.17
```

# 6
Here is one molecule with the formula C16H20N2O6S from OMol25. Energies are from ωB97M-V/def2-TZVPD.

Output
SMILES = COc1ccc(S(=O)(=O)N(C)CC(=O)NCc2ccco2)cc1OC
Relative energy (zero: lowest compared OMol25 entry of this formula, charge and spin) = 203.2 kJ/mol
LUMO level = 0.45 eV
E_HOMO = -8.6 eV
Frontier orbital gap = 9.03 eV
2S+1 = 1

The geometry in XYZ format:
```
45
Properties=species:S:1:pos:R:3:lowdin_charge:R:1
C -3.8056 -2.1912 -0.5826 -0.06
O -2.7678 -1.8440 -1.4772 -0.07
C -1.4918 -1.6880 -1.0530 -0.20
C -0.5389 -1.7356 -2.0696 0.02
C 0.8137 -1.6373 -1.8060 -0.05
C 1.2191 -1.4838 -0.4985 -0.28
S 2.9474 -1.4361 -0.0594 0.69
O 3.7355 -1.8101 -1.1976 -0.28
O 3.1351 -2.1404 1.1752 -0.28
N 3.1158 0.2078 0.2928 -0.31
C 4.0597 0.5577 1.3302 -0.08
C 3.1131 1.0552 -0.8747 -0.11
C 2.0788 2.1799 -0.7874 -0.48
O 2.0974 3.1386 -1.5269 0.06
N 1.1673 1.9956 0.1872 0.09
C 0.0368 2.8791 0.3769 -0.08
C -1.2521 2.2226 0.0068 -0.25
C -1.7499 1.8210 -1.1973 -0.01
C -3.0230 1.2597 -0.9333 -0.06
C -3.2000 1.3549 0.4110 -0.13
O -2.1319 1.9297 0.9916 0.04
C 0.2990 -1.3912 0.5304 -0.01
C -1.0637 -1.4832 0.2798 -0.18
O -2.0108 -1.3831 1.2566 -0.11
C -1.5936 -1.1505 2.5821 -0.06
H -4.6535 -2.4416 -1.2197 0.10
H -3.5369 -3.0599 0.0215 0.10
H -4.0704 -1.3596 0.0713 0.08
H -0.8999 -1.8749 -3.0758 0.13
H 1.5497 -1.7133 -2.5891 0.12
H 4.0229 -0.2315 2.0772 0.08
H 3.7700 1.5089 1.7789 0.10
H 5.0818 0.6379 0.9457 0.10
H 4.0974 1.4998 -1.0629 0.14
H 2.8640 0.4422 -1.7449 0.12
H 1.2117 1.1281 0.7026 0.12
H -0.0139 3.2012 1.4218 0.13
H 0.2213 3.7449 -0.2664 0.13
H -1.2696 1.9210 -2.1483 0.12
H -3.7019 0.8462 -1.6496 0.11
H -4.0102 1.0741 1.0544 0.12
H 0.6841 -1.2827 1.5307 0.11
H -1.0763 -0.1909 2.6745 0.10
H -0.9505 -1.9543 2.9513 0.10
H -2.5097 -1.1225 3.1700 0.10
```

# 7
Here is a 3-piece molecular cluster, C38H35O11PS2 overall from OMol25. Energies are from ωB97M-V/def2-TZVPD.

Output
SMILES = CC(=O)OC[C@]1(CCCS)CC[C@H](P(O)O)OS1(=O)=O.O=C1c2ccccc2C(=O)c2ccccc21.O=C1c2ccccc2C(=O)c2ccccc21
LUMO level = -0.95 eV
E_HOMO = -9.1 eV
Frontier orbital gap = 8.13 eV
2S+1 = 1

The geometry in XYZ format:
```
87
Properties=species:S:1:pos:R:3:lowdin_charge:R:1
C -5.7242 -2.1182 -0.0729 0.03
C -4.9952 -2.1085 1.2329 -0.54
O -4.4442 -3.0517 1.7042 0.15
O -5.0084 -0.8949 1.8462 -0.03
C -3.7375 -0.5197 2.4027 -0.14
C -3.7155 1.0079 2.6563 -0.40
C -4.1277 1.3004 4.1167 -0.15
C -3.1082 1.1827 5.2619 -0.26
C -2.1747 -0.0305 5.2574 -0.55
S -3.0137 -1.4283 6.0711 0.72
C -4.7500 1.7313 1.7552 -0.14
C -4.5536 1.5989 0.2508 -0.15
C -3.0923 1.7468 -0.1801 -0.40
P -2.3259 0.1412 -0.7500 0.88
O -3.1979 0.0124 -2.1320 -0.27
O -0.9174 0.7259 -1.3307 -0.24
O -2.2819 2.4127 0.8105 -0.24
S -2.1171 1.7273 2.2364 0.65
O -1.1393 0.6811 2.1052 -0.27
O -1.8272 2.8003 3.1356 -0.24
H -5.9863 -3.1492 -0.3027 0.09
H -6.6079 -1.4842 -0.0586 0.09
H -5.0269 -1.7719 -0.8406 0.08
H -2.9285 -0.8508 1.7530 0.09
H -3.6192 -1.0562 3.3444 0.10
H -4.9829 0.6537 4.3318 0.13
H -4.5103 2.3242 4.1494 0.12
H -3.6975 1.1310 6.1846 0.10
H -2.5048 2.0827 5.3555 0.10
H -1.8446 -0.3327 4.2675 0.05
H -1.2755 0.2032 5.8267 0.08
H -2.2377 -2.4120 5.6066 -0.14
H -5.7569 1.4471 2.0549 0.13
H -4.6468 2.7928 2.0096 0.13
H -5.1761 2.3296 -0.2674 0.13
H -4.9067 0.6222 -0.0912 0.09
H -3.0562 2.3997 -1.0569 0.13
H -2.8755 0.6027 -2.8301 0.08
H -0.1841 0.2368 -0.9274 0.06
O 0.7497 -6.2476 -5.9111 0.11
C 1.2679 -5.4117 -5.2024 -0.28
C 0.4436 -4.4363 -4.4322 -0.08
C -0.9413 -4.5095 -4.5158 0.00
C -1.7233 -3.6327 -3.7845 -0.05
C -1.1301 -2.6773 -2.9648 -0.05
C 0.2493 -2.5935 -2.8896 0.00
C 1.0407 -3.4678 -3.6237 -0.08
C 2.5247 -3.3458 -3.5360 -0.28
O 3.0426 -2.4739 -2.8721 0.11
C 3.3488 -4.3351 -4.2888 -0.08
C 4.7332 -4.2660 -4.1976 0.00
C 5.5162 -5.1900 -4.8679 -0.06
C 4.9202 -6.1876 -5.6321 -0.06
C 3.5415 -6.2548 -5.7347 0.00
C 2.7508 -5.3279 -5.0672 -0.08
H -1.3927 -5.2580 -5.1522 0.12
H -2.8020 -3.6931 -3.8477 0.11
H -1.7613 -2.0073 -2.3951 0.06
H 0.7338 -1.8546 -2.2659 0.11
H 5.1840 -3.4878 -3.5976 0.12
H 6.5943 -5.1366 -4.7940 0.11
H 5.5345 -6.9128 -6.1492 0.11
H 3.0665 -7.0234 -6.3285 0.12
O 2.8874 1.8792 -0.2861 0.10
C 3.3260 2.7878 0.3880 -0.27
C 2.4207 3.7824 1.0279 -0.08
C 1.0506 3.6444 0.8600 0.01
C 0.1861 4.5308 1.4750 -0.06
C 0.6818 5.5655 2.2598 -0.04
C 2.0498 5.7202 2.4160 0.00
C 2.9246 4.8323 1.7993 -0.08
C 4.3921 5.0215 1.9699 -0.28
O 4.8382 5.9595 2.5963 0.10
C 5.3005 4.0133 1.3467 -0.08
C 6.6725 4.1455 1.5194 0.00
C 7.5314 3.2077 0.9724 -0.06
C 7.0242 2.1326 0.2503 -0.06
C 5.6587 2.0011 0.0659 0.00
C 4.7928 2.9417 0.6096 -0.08
H 0.6693 2.8343 0.2527 0.11
H -0.8779 4.4122 1.3407 0.09
H 0.0007 6.2473 2.7514 0.11
H 2.4522 6.5223 3.0193 0.12
H 7.0541 4.9836 2.0859 0.12
H 8.5997 3.3111 1.1103 0.11
H 7.6975 1.3972 -0.1700 0.11
H 5.2516 1.1720 -0.4963 0.12
```

# 8
Here is a 2-piece molecular cluster, H4OS2 overall from OMol25. Energies are from ωB97M-V/def2-TZVPD.

Output
SMILES = SS.O
Relative energy (zero: lowest compared OMol25 entry of this formula, charge and spin) = 54.9 kJ/mol
LUMO level = 0.15 eV
E_HOMO = -9.6 eV
Frontier orbital gap = 9.75 eV
2S+1 = 1

The geometry in XYZ format:
```
7
Properties=species:S:1:pos:R:3:lowdin_charge:R:1
S -1.4179 -1.1767 0.5463 0.28
S -0.9733 0.8233 1.0353 0.31
H -0.2353 -1.7383 0.8758 -0.19
H -0.6479 1.2667 -0.1976 -0.17
O 0.9727 0.6168 -0.9265 -0.19
H 1.8817 0.2413 -0.8973 0.07
H 0.4200 -0.0331 -0.4361 -0.11
```